{"formula": "C44H83NO27S", "method": "the ωB97M-V functional and the def2-TZVPD basis", "smiles": "C#CCCC[C@]1(O)[C@H](CCCCCCC)[C@H](C=C)OS(=O)(=O)[C@@H]1OCCNC[C@H](C)O.COC(=O)OC.COC(=O)OC.COC(=O)OC.COC(=O)OC.COC(=O)OC.COC(=O)OC.COC(=O)OC", "homo_lumo_gap_ev": 7.36, "homo_energy_ev": -8.226, "e_tot_ev": -114567.5142, "fmax_ev_per_a": 6.91, "elements": ["C", "C", "C", "C", "C", "C", "O", "C", "C", "C", "C", "C", "C", "C", "C", "C", "C", "C", "O", "S", "O", "O", "C", "O", "C", "C", "N", "C", "C", "C", "O", "H", "H", "H", "H", "H", "H", "H", "H", "H", "H", "H", "H", "H", "H", "H", "H", "H", "H", "H", "H", "H", "H", "H", "H", "H", "H", "H", "H", "H", "H", "H", "H", "H", "H", "H", "H", "H", "H", "H", "H", "H", "C", "O", "C", "O", "O", "C", "H", "H", "H", "H", "H", "H", "C", "O", "C", "O", "O", "C", "H", "H", "H", "H", "H", "H", "C", "O", "C", "O", "O", "C", "H", "H", "H", "H", "H", "H", "C", "O", "C", "O", "O", "C", "H", "H", "H", "H", "H", "H", "C", "O", "C", "O", "O", "C", "H", "H", "H", "H", "H", "H", "C", "O", "C", "O", "O", "C", "H", "H", "H", "H", "H", "H", "C", "O", "C", "O", "O", "C", "H", "H", "H", "H", "H", "H"], "positions_angstrom": [[-7.89, -1.01, 2.85], [-7.05, -0.12, 2.35], [-6.14, 1.02, 1.60], [-5.23, 0.37, 0.40], [-3.71, 0.91, 0.38], [-2.73, 0.17, 1.44], [-3.21, 0.62, 2.77], [-1.18, 0.61, 1.37], [-1.01, 2.04, 0.59], [0.48, 2.65, 0.67], [0.64, 4.12, 0.01], [2.21, 4.52, 0.13], [2.59, 5.38, 1.45], [1.87, 4.90, 2.82], [2.61, 3.67, 3.59], [-0.13, -0.44, 0.78], [-0.09, -0.59, -0.82], [-1.19, -0.46, -1.75], [-0.14, -1.79, 1.34], [-1.41, -2.08, 2.39], [-1.25, -1.47, 3.77], [-1.56, -3.59, 2.57], [-2.96, -1.46, 1.49], [-3.13, -2.05, 0.19], [-3.72, -3.38, 0.26], [-2.66, -4.53, -0.26], [-1.36, -3.83, -0.53], [-0.21, -4.78, -0.71], [0.24, -5.55, 0.63], [1.30, -4.72, 1.52], [0.88, -6.79, 0.22], [-8.88, -1.61, 2.99], [-5.52, 1.65, 2.34], [-6.91, 1.76, 1.13], [-5.34, -0.77, 0.34], [-5.72, 0.78, -0.58], [-3.77, 2.03, 0.70], [-3.34, 0.91, -0.70], [-2.91, 1.55, 2.92], [-0.83, 0.85, 2.47], [-1.33, 1.99, -0.51], [-1.70, 2.78, 1.18], [1.16, 1.94, 0.03], [0.87, 2.56, 1.75], [-0.08, 4.91, 0.42], [0.40, 4.01, -1.12], [2.83, 3.54, 0.03], [2.48, 5.14, -0.83], [2.37, 6.49, 1.22], [3.74, 5.24, 1.62], [1.92, 5.81, 3.55], [0.75, 4.64, 2.71], [3.09, 2.92, 2.84], [3.37, 4.07, 4.36], [1.77, 3.06, 4.11], [0.93, -0.02, 1.06], [0.94, -0.89, -1.28], [-1.62, 0.57, -2.09], [-1.68, -1.38, -2.25], [-3.87, -1.71, 2.18], [-4.58, -3.40, -0.53], [-4.19, -3.65, 1.28], [-2.61, -5.34, 0.55], [-3.00, -4.98, -1.28], [-1.48, -3.36, -1.44], [0.69, -4.12, -1.04], [-0.45, -5.47, -1.61], [-0.65, -5.82, 1.31], [0.88, -4.63, 2.59], [2.26, -5.36, 1.60], [1.60, -3.70, 1.07], [1.06, -7.27, 1.07], [-8.43, 3.14, 3.52], [-8.52, 4.03, 2.40], [-8.96, 5.26, 2.71], [-9.28, 5.65, 3.81], [-8.99, 5.98, 1.57], [-9.44, 7.32, 1.74], [-8.07, 2.18, 3.16], [-7.73, 3.53, 4.26], [-9.42, 2.99, 3.97], [-8.78, 7.87, 2.41], [-10.47, 7.34, 2.12], [-9.43, 7.81, 0.76], [6.95, 2.59, 2.23], [6.27, 3.12, 1.09], [6.99, 3.08, -0.05], [8.11, 2.64, -0.17], [6.24, 3.61, -1.04], [6.87, 3.63, -2.31], [6.28, 2.67, 3.09], [7.18, 1.53, 2.08], [7.86, 3.16, 2.44], [7.10, 2.61, -2.65], [7.78, 4.24, -2.28], [6.18, 4.07, -3.03], [2.55, -5.56, -2.51], [1.88, -5.02, -3.65], [2.59, -5.07, -4.79], [3.70, -5.52, -4.91], [1.84, -4.53, -5.77], [2.47, -4.52, -7.05], [1.89, -5.47, -1.65], [2.77, -6.62, -2.66], [3.47, -5.00, -2.30], [2.69, -5.53, -7.38], [3.38, -3.91, -7.02], [1.78, -4.06, -7.76], [5.43, -2.80, -5.05], [4.79, -1.60, -5.49], [5.64, -0.59, -5.76], [6.84, -0.62, -5.66], [4.91, 0.46, -6.17], [5.68, 1.62, -6.49], [4.66, -3.55, -4.86], [6.10, -3.19, -5.82], [5.98, -2.63, -4.11], [6.36, 1.41, -7.32], [6.23, 1.97, -5.62], [4.99, 2.41, -6.80], [-12.64, -4.76, -0.38], [-11.45, -5.12, 0.32], [-10.40, -4.33, 0.07], [-10.39, -3.37, -0.67], [-9.35, -4.78, 0.79], [-8.15, -4.02, 0.62], [-13.42, -5.47, -0.10], [-12.97, -3.76, -0.09], [-12.49, -4.82, -1.46], [-8.30, -2.99, 0.95], [-7.82, -4.05, -0.42], [-7.38, -4.48, 1.24], [3.33, 10.25, 4.26], [2.53, 9.13, 4.67], [2.39, 9.02, 6.01], [2.86, 9.76, 6.84], [1.62, 7.93, 6.25], [1.38, 7.69, 7.64], [3.38, 10.24, 3.17], [2.86, 11.18, 4.58], [4.34, 10.16, 4.66], [0.84, 8.53, 8.09], [2.32, 7.50, 8.16], [0.76, 6.80, 7.71], [6.39, -6.75, -4.26], [7.57, -7.14, -3.56], [8.64, -6.37, -3.82], [8.67, -5.41, -4.56], [9.68, -6.84, -3.10], [10.89, -6.11, -3.27], [5.59, -7.44, -3.98], [6.09, -5.74, -3.98], [6.54, -6.82, -5.34], [10.77, -5.07, -2.95], [11.22, -6.15, -4.31], [11.66, -6.58, -2.65]], "mulliken_charge": [-0.571, -0.312, -0.142, -0.678, -1.050, 0.932, -0.639, 0.140, -0.429, -0.350, -0.583, -0.416, -0.580, -0.076, -0.893, -0.398, -0.051, -0.862, -0.041, 1.091, -0.631, -0.694, -1.005, -0.164, -0.289, -0.616, 0.226, -1.215, 0.637, -0.992, -0.561, 0.371, 0.340, 0.457, 0.067, 0.417, 0.288, 0.207, 0.516, 0.503, -0.120, 0.475, 0.156, 0.077, 0.291, 0.351, 0.159, 0.356, 0.337, 0.125, 0.114, 0.189, 0.159, 0.335, 0.223, 0.337, 0.335, 0.357, 0.083, 0.744, 0.181, 0.389, 0.220, 0.342, 0.136, 0.233, 0.298, 0.283, 0.219, 0.533, -0.073, 0.363, -0.345, -0.252, 0.737, -0.536, -0.312, -0.621, -0.166, 0.314, 0.342, 0.288, 0.289, 0.221, -0.676, -0.192, 0.656, -0.550, -0.237, -0.636, 0.183, 0.321, 0.318, 0.263, 0.318, 0.215, -0.123, -0.235, 0.794, -0.525, -0.343, -0.506, -0.373, 0.309, 0.270, 0.279, 0.186, 0.235, -0.420, -0.232, 0.699, -0.538, -0.321, -0.494, -0.190, 0.367, 0.432, 0.297, 0.158, 0.230, -0.616, -0.321, 0.711, -0.535, -0.291, -0.511, 0.220, 0.290, 0.286, 0.146, 0.296, 0.275, -0.647, -0.251, 0.729, -0.542, -0.255, -0.643, 0.207, 0.294, 0.301, 0.290, 0.297, 0.215, -0.403, -0.333, 0.750, -0.541, -0.334, -0.614, 0.236, 0.138, 0.299, 0.292, 0.287, 0.218]}